No. 1
79
Properties=species:S:1:pos:R:3:mulliken_charge:R:1 method="wB97M-V/def2-TZVPD" lumo_ha=0.0145 homo_ev=-8.6291 total_energy_ev=-56902.394 smiles="O=COCC[C@@]1(COc2ccccc2)COS(=O)(=O)O1.CCOCC.CCOCC.CCOCC" spin_multiplicity=1
O 0.0074 -1.6683 7.3001 -0.4784
C -0.2173 -1.3083 6.1209 0.2857
O 0.7406 -1.6580 5.1252 -0.3466
C 0.1013 -2.2286 3.9499 0.1228
C 0.7246 -3.6385 3.4842 -1.0545
C -0.1187 -4.8148 4.2327 1.0357
C -1.3890 -5.1708 3.3052 -0.9902
O -2.5035 -5.7503 4.0146 -0.3952
C -3.4676 -4.7746 4.3999 0.5914
C -3.9306 -4.7661 5.9037 -0.2418
C -5.0259 -3.7517 6.3986 -0.3953
C -5.6773 -2.7104 5.4275 -0.4021
C -5.2024 -2.7066 3.9307 -0.5322
C -4.1463 -3.7377 3.4731 -0.2926
C 0.6889 -6.2216 4.4291 -0.4346
O 0.4148 -6.7331 5.7922 -0.3234
S 0.3266 -5.3198 6.7271 1.0343
O 1.6382 -4.6601 7.0773 -0.5360
O -0.6266 -5.3098 7.8849 -0.5523
O -0.4994 -4.4218 5.5732 -0.2177
H -1.1876 -0.7409 5.8955 0.3450
H -1.0315 -2.3219 4.0659 0.3740
H 0.2814 -1.4926 3.0806 -0.2008
H 0.5319 -3.7171 2.3534 0.3047
H 1.8492 -3.7116 3.6987 0.4361
H -1.0233 -5.9803 2.5623 0.3427
H -1.6387 -4.2569 2.6689 0.2933
H -3.5336 -5.4855 6.6910 0.2984
H -5.3844 -3.7726 7.4943 0.2972
H -6.4673 -2.0093 5.8466 0.3337
H -5.7031 -1.9467 3.2477 0.3332
H -3.8261 -3.7292 2.3696 0.3117
H 0.4758 -7.0526 3.6754 0.2949
H 1.8307 -6.0751 4.4774 0.3559
C -1.4972 3.5294 0.6329 -0.8881
C -1.5958 2.6102 1.8381 -0.3803
O -0.9930 1.3395 1.6333 -0.4131
C 0.3999 1.3384 1.3530 0.0088
C 1.2435 1.9342 2.4670 -1.0976
H -1.9011 3.0407 -0.2579 0.2377
H -2.0533 4.4531 0.8117 0.4478
H -0.4611 3.7989 0.4160 0.1752
H -2.6510 2.4201 2.0486 0.3118
H -1.1820 3.0886 2.7318 0.3034
H 0.5968 1.8393 0.3995 0.0033
H 0.6883 0.2920 1.2187 0.3161
H 1.0360 2.9991 2.6035 0.3081
H 2.3066 1.8293 2.2398 0.4136
H 1.0327 1.4372 3.4180 0.2726
C 0.5449 1.8570 -4.6387 -0.8296
C -0.0712 3.0323 -3.9000 -0.3662
O 0.5315 3.2899 -2.6388 -0.3708
C 1.9124 3.6217 -2.6536 -0.2815
C 2.2255 4.8841 -3.4386 -0.9299
H 0.5399 0.9616 -4.0102 0.2960
H -0.0131 1.6483 -5.5548 0.3800
H 1.5821 2.0558 -4.9169 0.0625
H -1.1217 2.8078 -3.6992 0.3358
H -0.0591 3.9350 -4.5191 0.2955
H 2.5034 2.7754 -3.0187 0.3270
H 2.2042 3.7770 -1.6112 0.3273
H 2.0062 4.7611 -4.5031 0.0475
H 3.2832 5.1402 -3.3446 0.4050
H 1.6237 5.7221 -3.0771 0.3032
C 2.0544 1.6677 -9.6543 -1.0667
C 1.4378 2.8421 -8.9133 -0.3621
O 2.0404 3.0979 -7.6521 -0.3449
C 3.4215 3.4309 -7.6651 -0.3323
C 3.7343 4.6952 -8.4471 -1.1209
H 2.0499 0.7719 -9.0270 0.2887
H 1.4959 1.4600 -10.5704 0.3979
H 3.0919 1.8668 -9.9326 0.2626
H 0.3877 2.6167 -8.7126 0.3230
H 1.4493 3.7460 -9.5310 0.2994
H 4.0133 2.5858 -8.0313 0.3569
H 3.7122 3.5843 -6.6222 0.3209
H 3.5162 4.5745 -9.5119 0.2673
H 4.7916 4.9518 -8.3516 0.3946
H 3.1315 5.5319 -8.0843 0.2974

=====

No. 2
81
Properties=species:S:1:pos:R:3:mulliken_charge:R:1 method="wB97M-V/def2-TZVPD" charge=-2 lumo_ha=0.1644 homo_ev=-1.9986 total_energy_ev=-141110.060 spin_multiplicity=1
Au 0.1108 -2.3005 0.2208 -0.1225
C 0.1823 -6.2129 0.4965 -1.1105
Si -1.1526 -5.5302 -0.6466 0.5347
C -2.4871 -6.8739 -0.7397 -1.0625
C -0.3816 -5.4577 -2.3678 -1.0738
As -1.9685 -3.5591 0.2745 -0.3776
Si -2.9620 -2.6603 -1.6394 0.5396
C -4.1840 -3.8706 -2.4350 -1.1373
C -1.8173 -2.0934 -3.0225 -0.7780
C -3.9560 -1.1575 -1.1061 -0.9478
H 0.5104 -7.2045 0.1662 0.3165
H -0.1894 -6.2948 1.5207 0.3010
H 1.0428 -5.5408 0.5086 0.2674
H -2.0686 -7.8137 -1.1159 0.3120
H -3.3067 -6.5766 -1.3979 0.2544
H -2.9091 -7.0572 0.2516 0.2762
H 0.0468 -6.4313 -2.6297 0.3859
H 0.4097 -4.7055 -2.3934 0.2635
H -1.1184 -5.1972 -3.1310 0.2757
H -3.6628 -4.7166 -2.8914 0.2460
H -4.7607 -3.3690 -3.2191 0.3680
H -4.8825 -4.2672 -1.6941 0.2814
H -1.2164 -2.9141 -3.4151 0.2130
H -1.1300 -1.3282 -2.6575 0.0870
H -2.4058 -1.6675 -3.8430 0.3482
H -4.6820 -1.4221 -0.3343 0.2830
H -4.4956 -0.7275 -1.9563 0.2960
H -3.3058 -0.3803 -0.6979 0.1805
C -0.2363 0.7294 2.3102 -1.4948
C 1.2868 0.5496 2.4193 2.0309
C 1.5018 -0.6984 3.2914 -1.6813
C 1.8432 1.7747 3.1552 -1.8999
P 2.0168 0.1914 0.6848 1.4541
N 1.8806 -1.2773 0.2054 -0.8468
C 3.9020 0.5043 0.7853 1.9317
C 4.5518 -0.1739 -0.4335 -1.8880
C 4.4471 -0.2583 2.0027 -2.0667
C 4.3866 1.9542 0.8692 -1.9127
C 1.2923 1.5023 -0.4934 2.9369
C 1.2192 2.9468 0.0172 -1.6090
C 2.1181 1.4806 -1.7895 -2.3417
C -0.1227 1.0616 -0.9116 -1.7700
H -0.6476 0.7371 3.3249 0.6709
H -0.6986 -0.1009 1.7726 0.1287
H -0.5285 1.6687 1.8443 -0.2604
H 0.8728 -0.6088 4.1834 0.5288
H 2.5320 -0.8163 3.6227 0.3477
H 1.2109 -1.5983 2.7484 0.0811
H 1.2826 1.9004 4.0884 0.5472
H 1.7243 2.6938 2.5839 0.2195
H 2.8939 1.6635 3.4220 0.2637
H 4.1132 -1.1621 -0.5757 0.3425
H 5.6286 -0.2705 -0.2489 0.5251
H 4.4254 0.3956 -1.3513 0.3131
H 4.0766 -1.2840 2.0038 0.3626
H 4.1870 0.2148 2.9476 0.2736
H 5.5411 -0.2828 1.9390 0.6160
H 4.1594 2.5199 -0.0326 0.2631
H 5.4778 1.9523 0.9867 0.5219
H 3.9657 2.4922 1.7172 0.2466
H 2.1832 3.3271 0.3561 0.1182
H 0.4825 3.0738 0.8082 0.0425
H 0.8782 3.5826 -0.8045 0.5625
H 3.0952 1.9494 -1.6801 0.3283
H 1.5701 2.0456 -2.5499 0.5920
H 2.2505 0.4582 -2.1491 0.4405
H -0.8574 1.1855 -0.1207 0.1536
H -0.1163 0.0238 -1.2453 -0.2358
H -0.4523 1.7007 -1.7373 0.6789
F -2.9603 9.1728 -0.9397 -0.3381
C -2.8399 7.9381 -0.4041 0.7479
C -3.4027 7.6390 0.8211 0.0342
F -4.0817 8.6001 1.4832 -0.3245
C -3.2758 6.3745 1.3604 0.4352
F -3.8634 6.1731 2.5525 -0.3475
C -2.5859 5.3223 0.7306 -0.0978
S -2.4450 3.7479 1.4089 -0.4271
C -2.0340 5.6825 -0.5137 0.3203
F -1.3565 4.7747 -1.2341 -0.2974
C -2.1516 6.9410 -1.0684 -0.3040
F -1.6004 7.2158 -2.2683 -0.3364

=====

No. 3
89
Properties=species:S:1:pos:R:3:mulliken_charge:R:1 method="wB97M-V/def2-TZVPD" charge=+1 lumo_ha=-0.1060 homo_ev=-9.3731 total_energy_ev=-118750.812 spin_multiplicity=1
Sn -0.9269 1.7458 2.4284 0.6762
Sn 2.7564 1.1074 1.1360 1.0448
K 0.5302 2.7758 -0.7986 1.0230
B 0.3532 0.5496 0.3139 3.9400
H -0.3543 1.3612 0.2429 -2.8099
H 1.2043 0.7039 -0.3312 0.8396
H 0.7341 0.4847 1.3214 -3.9783
H -0.0934 -0.4040 0.0784 -1.6147
B 1.1232 3.0416 1.6654 2.8541
H 0.4776 3.2693 2.4995 0.0593
H 1.0978 3.7869 0.8856 -0.2536
H 2.1306 2.9582 2.0429 -0.0466
H 0.8547 2.1162 1.1800 -2.7273
C 0.7620 0.0229 4.7505 -0.8523
C 1.2121 0.1246 6.0191 0.0252
C 2.6128 0.6378 6.2896 0.0742
O 3.1518 0.5583 7.4590 -0.6309
C 3.4145 1.0469 5.2923 -1.0503
C 3.0138 1.0012 3.9251 0.7586
C 1.5644 0.5867 3.5961 1.0119
O 1.0657 0.7639 2.4722 0.4910
O 3.7808 1.1184 2.9401 -0.8258
O 0.3507 -0.2327 6.9642 -0.6482
H -0.2333 -0.2723 4.4527 0.6821
H 4.4631 1.2551 5.4457 0.5277
C -1.8040 0.2408 -0.7120 -0.2950
S -3.5704 0.6506 -0.9801 0.5452
O -3.8177 0.9878 -2.4277 -0.6715
C -4.1188 -1.0962 -0.6558 -1.0158
H -1.6397 -0.2206 0.2617 0.7495
H -1.1438 1.1004 -0.8273 1.4263
H -1.4434 -0.4652 -1.4601 2.0910
H -4.2028 -1.3486 0.4012 0.3629
H -3.4603 -1.8493 -1.0885 0.3359
H -5.1170 -1.3302 -1.0258 0.5805
C -1.9745 0.9311 -3.9176 -0.3947
S -0.3835 1.7596 -3.6524 -0.0149
O -0.6486 2.7840 -2.5574 -0.5172
C 0.4695 0.3518 -2.7479 -1.8492
H -1.8186 0.1140 -4.6219 0.4696
H -2.8379 1.4869 -4.2834 0.4632
H -2.1985 0.4888 -2.9469 -0.2146
H 0.3890 -0.6001 -3.2729 0.9150
H 0.0044 0.3295 -1.7624 0.8138
H 1.5178 0.6501 -2.7330 0.6323
C -2.5181 3.0450 -1.6507 -0.2153
S -2.7520 3.0366 0.2127 0.2962
O -1.5446 2.3563 0.8436 0.0570
C -2.4661 4.9282 0.2841 -1.0600
H -1.8051 3.7400 -2.0941 0.5601
H -3.4351 3.3040 -2.1799 0.5203
H -2.2317 2.0684 -2.0410 -1.0311
H -1.6687 5.3476 -0.3293 0.3332
H -2.3442 5.0695 1.3580 0.4156
H -3.4014 5.4017 -0.0143 0.4753
C 4.9729 -0.8493 -2.1140 -1.0589
S 4.0096 -1.4086 -0.6179 0.3248
O 4.2368 -0.1924 0.3745 -0.4749
C 2.3220 -1.1172 -1.3150 -0.8270
H 4.6395 0.1238 -2.4744 0.2760
H 4.7648 -1.6096 -2.8668 0.4178
H 6.0478 -0.8574 -1.9331 0.4228
H 2.2118 -0.0732 -1.6085 -0.1736
H 1.5947 -1.3375 -0.5336 0.1721
H 2.1104 -1.7613 -2.1685 0.8196
C 0.6382 -4.0585 -2.3273 -1.0992
C -0.5722 -4.4501 -2.8653 -1.0207
C -1.6485 -3.6041 -2.7416 -1.4469
C -1.5136 -2.3417 -2.1967 -1.0783
C -0.2632 -1.9141 -1.7792 -0.2365
C 0.8144 -2.7758 -1.8186 -0.3063
H 1.4341 -4.7883 -2.3125 0.4925
H -0.7601 -5.4118 -3.3194 0.4378
H -2.5473 -3.9248 -3.2473 0.4735
H -2.3309 -1.6370 -2.1548 1.0830
H -0.2009 -0.9449 -1.3068 0.2460
H 1.7767 -2.5100 -1.4068 -0.2871
O -1.0088 -0.2328 3.1329 -0.9151
C -0.8605 -1.1201 2.3496 1.1411
O -1.8892 -1.6547 1.6770 -0.2786
C -1.3779 -2.5927 0.6976 0.5087
C 0.1029 -2.8358 0.9868 -0.5825
C 0.5282 -1.7286 1.9663 -0.9477
H -1.5059 -2.2978 -0.3440 -0.4453
H -1.9566 -3.5058 0.8373 0.6225
H 0.6406 -2.8089 0.0390 0.0078
H 0.2244 -3.8434 1.3842 0.2362
H 1.2897 -1.0719 1.5455 0.1663
H 0.9962 -2.2341 2.8110 0.9972

=====

No. 4
81
Properties=species:S:1:pos:R:3:mulliken_charge:R:1 method="wB97M-V/def2-TZVPD" charge=-1 lumo_ha=0.0878 homo_ev=-4.6418 total_energy_ev=-86820.000 spin_multiplicity=1
C -1.7033 -2.0356 -2.8966 -1.4353
C -1.1800 -2.9745 -1.8553 0.4954
H -1.6641 -2.4651 -3.9042 0.4232
H -1.1443 -1.0827 -2.8963 0.1099
H -2.7552 -1.8013 -2.6672 0.2897
C -0.7388 -4.2180 -2.0969 0.1344
C -0.5638 -4.8363 -3.4467 -1.4353
H -0.5068 -4.8777 -1.2589 0.3294
H -0.7765 -4.1451 -4.2747 0.3513
H -1.2424 -5.6966 -3.5426 0.2672
H 0.4561 -5.2293 -3.5908 0.2740
Cd -0.0463 0.8537 -0.3395 1.7734
Cl -2.3817 0.9753 0.3431 -0.8221
Cl 0.8619 1.9128 -2.2875 -0.8503
H 0.6899 5.0342 4.0595 0.3292
H -1.4253 6.0990 3.1358 0.3108
C 0.9522 4.7173 3.0436 -0.9597
C -1.0966 5.7701 2.1388 -0.9030
N -0.2668 4.5767 2.2596 0.1519
H 1.4836 3.7648 3.0699 0.2373
C -0.4561 3.4923 1.4885 0.2868
O 0.4225 2.6276 1.2656 -0.9308
H -1.9730 5.5469 1.5169 0.2962
H -1.4748 3.3937 1.0782 0.2099
H 1.5930 5.4951 2.6084 0.3227
H -0.5151 6.5854 1.6760 0.2930
H 1.5295 -1.3921 -2.6599 0.1934
H 2.1556 -3.5440 -1.1493 0.1185
C 2.4737 -0.9435 -2.3046 -0.8471
C 3.1047 -2.9733 -1.0925 -0.7966
N 2.8758 -1.5393 -1.0486 0.3350
H 2.3392 0.1399 -2.1914 0.1747
C 2.7828 -0.9133 0.1413 0.0842
O 2.3402 0.2346 0.3298 -0.6842
H 3.6549 -3.2743 -0.1901 0.3135
H 3.1484 -1.5417 0.9821 0.1802
H 3.2571 -1.1561 -3.0465 0.3797
H 3.7036 -3.2078 -1.9864 0.3266
O -0.0072 -1.5001 -0.4362 0.1622
C -1.0672 -2.3484 -0.4482 -0.5016
C 0.1332 -3.8798 1.2453 0.4627
C -1.0560 -3.3722 0.7153 -0.0876
H 1.0763 -3.4338 0.9121 0.2642
C 0.1093 -4.9251 2.1719 -0.8048
H -1.9800 -1.7313 -0.3238 0.3447
C -2.2749 -3.8432 1.2106 -0.4232
H 1.0497 -5.3434 2.5430 0.3624
C -1.1126 -5.4219 2.6411 -0.4778
C -2.3117 -4.8671 2.1661 -0.6505
H -3.2111 -3.4136 0.8342 0.3847
H -1.1440 -6.2264 3.3709 0.3445
H -3.2690 -5.2280 2.5423 0.3520
Si -0.5222 4.3322 -4.0376 0.6590
Cl -0.8662 2.4979 -4.9993 -0.3202
C 1.3369 4.6602 -3.8281 -0.8984
C -1.7290 4.5272 -2.6171 -0.6928
C -0.9501 5.6171 -5.3805 -1.0595
H 1.8671 3.8446 -3.3174 0.2319
H 1.5069 5.5952 -3.2708 0.2898
H 1.7666 4.7842 -4.8338 0.2626
H -0.2252 5.5252 -6.2002 0.2521
H -0.9102 6.6536 -4.9979 0.3180
H -1.9515 5.4286 -5.7833 0.2838
H -1.6503 3.7582 -1.8343 0.0566
H -2.7469 4.4999 -3.0326 0.2810
H -1.6008 5.5219 -2.1525 0.2927
C 2.3409 -0.3712 3.7737 -1.1849
C 1.3631 -1.5392 3.7163 -0.2496
O 0.1445 -1.2422 3.0195 0.0378
C -0.7934 -0.3982 3.7060 -0.0837
C -1.9016 -1.2191 4.3366 -1.2026
H 2.4241 0.1498 2.8070 0.0999
H 3.3305 -0.7621 4.0421 0.3863
H 2.0432 0.3437 4.5534 0.4038
H 1.7981 -2.3771 3.1501 0.2348
H 1.1282 -1.8884 4.7414 0.2951
H -0.2836 0.2263 4.4668 0.3358
H -1.2111 0.2603 2.9278 -0.0081
H -1.5048 -2.0366 4.9446 0.2855
H -2.5092 -0.5811 4.9808 0.3848
H -2.5429 -1.6480 3.5642 0.2494

=====

No. 5
101
Properties=species:S:1:pos:R:3:mulliken_charge:R:1 method="wB97M-V/def2-TZVPD" lumo_ha=0.0117 homo_ev=-8.9737 total_energy_ev=-114580.580 spin_multiplicity=1
C -2.6406 -1.1463 4.6490 -0.8889
C -2.7882 -1.0537 3.1425 0.8367
O -3.3631 -0.1047 2.6076 -0.7400
N -2.2205 -2.0564 2.4644 0.1285
C -2.3520 -2.1612 1.0201 -0.7986
H -3.5503 -0.8387 5.1557 0.3807
H -1.7944 -0.5228 4.9380 0.2014
H -2.4409 -2.1769 4.9477 0.0602
H -1.7350 -2.7486 3.0154 0.2901
H -3.3618 -1.9284 0.6935 0.3260
H -1.9127 -3.0934 0.6892 0.4237
H -1.7278 -1.3543 0.6222 -0.0502
C -1.1869 -5.8992 -3.9177 -0.4095
C -0.4605 -5.7596 -2.6013 0.7295
O -0.2105 -6.7212 -1.8927 -0.6853
N -0.2211 -4.4826 -2.2341 -0.0060
C 0.3254 -4.0070 -0.9781 -0.4194
H -1.5629 -4.9435 -4.2815 -0.2826
H -2.0151 -6.5935 -3.7839 0.3223
H -0.5668 -6.3268 -4.7073 0.2671
H -0.4266 -3.7411 -2.8872 0.1601
H 1.3930 -3.7910 -1.0713 0.3245
H 0.2539 -4.8614 -0.2995 0.4517
H -0.2300 -3.1540 -0.6077 -0.3355
C -2.6460 -2.1788 -5.5565 -1.1977
C -2.2593 -1.4167 -4.3130 0.5659
O -1.3770 -1.8126 -3.5525 -0.4881
N -2.7178 -0.1456 -4.2723 -0.1091
C -2.4922 0.7663 -3.1385 -0.5779
H -2.6718 -3.2554 -5.4164 0.2247
H -1.8442 -1.9686 -6.2704 0.2429
H -3.5864 -1.8568 -6.0001 0.3878
H -3.1816 0.2830 -5.0522 0.2707
H -1.5433 0.5675 -2.6569 -0.2475
H -3.3655 0.6720 -2.4961 0.3500
H -2.4752 1.7769 -3.5439 0.4338
C 1.5323 -5.0667 3.3318 -0.8513
C 0.2422 -4.9056 4.0793 0.5819
O -0.6673 -4.2420 3.5898 -0.7247
N 0.1642 -5.4334 5.3160 -0.1805
C -0.9990 -5.2525 6.1670 -0.6082
H 1.4126 -4.7517 2.3024 0.0344
H 1.9881 -6.0498 3.4507 0.4389
H 2.2459 -4.3519 3.7609 0.2735
H 0.8915 -6.0656 5.5995 0.2125
H -0.6716 -5.3486 7.1975 0.3358
H -1.7427 -6.0276 5.9561 0.2813
H -1.4777 -4.3085 5.9318 0.0536
C 1.3392 5.7809 0.4333 -0.0113
C 1.1476 6.3246 -0.9833 0.3100
O 1.8566 5.4551 -1.8216 -0.3429
C 2.5316 4.5529 -1.0676 0.6060
O 3.2466 3.7060 -1.4903 -0.5229
O 2.2208 4.6862 0.2283 -0.3106
F 1.7984 7.5429 -1.0389 -0.3425
H 0.4237 5.4354 0.9158 -0.0461
H 1.7048 6.5700 1.0913 0.3251
H 0.1365 6.4634 -1.3485 0.2983
C 2.5576 4.3607 4.1483 -0.5487
C 1.3193 3.5839 3.6604 0.8274
O 0.3237 4.6371 3.6246 -0.2225
C 0.8835 5.8372 3.8589 0.5815
O 0.3483 6.8836 3.7018 -0.5164
O 2.1234 5.6971 4.3792 -0.3506
F 0.8828 2.6394 4.4952 -0.2789
H 3.3596 4.3315 3.4151 0.2949
H 2.9053 3.9591 5.0994 0.3442
H 1.4554 3.2322 2.6406 -0.0793
C -2.3085 3.6768 1.7836 -0.3226
C -1.5125 2.4188 1.6066 1.2719
O -1.6269 2.1210 0.1867 -0.0982
S -2.0706 3.4072 -0.6546 1.0650
O -3.4203 3.2427 -1.0406 -0.6058
O -1.0628 3.7628 -1.5847 -0.4825
O -1.9199 4.4077 0.5935 -0.4014
H -1.9589 4.3003 2.6001 0.2944
H -3.3872 3.5311 1.8051 0.3188
H -1.8263 1.5068 2.1114 -0.3932
H -0.4501 2.5617 1.8076 -0.5758
C 0.8317 0.1287 -1.0571 0.0443
C 2.2790 0.4944 -0.8108 0.4275
O 2.6969 -0.3912 0.2575 -0.4504
S 1.4973 -0.5416 1.2913 0.6945
O 1.5442 0.5697 2.1710 -0.3593
O 1.3919 -1.8390 1.8219 -0.3714
O 0.3479 -0.3735 0.2057 0.0500
H 0.7366 -0.6973 -1.7629 0.2972
H 0.2235 0.9613 -1.3963 -0.3266
H 2.4464 1.5210 -0.4791 0.1453
H 2.9467 0.3035 -1.6451 -0.2346
C 3.8126 2.0405 -4.2791 -0.1519
C 4.0196 0.5606 -4.6636 -0.3388
O 2.9192 0.2386 -5.5131 -0.3831
S 1.6437 1.0156 -4.9361 0.9500
O 1.2137 0.3759 -3.7361 -0.1833
O 0.7383 1.2514 -5.9842 -0.6196
O 2.4164 2.3325 -4.5508 -0.3173
H 4.3598 2.7411 -4.9004 0.3542
H 3.9825 2.1829 -3.2157 0.1575
H 4.0504 -0.1063 -3.8044 0.1997
H 4.9182 0.4544 -5.2659 0.3416